Formula: C3H10S3
Source: the Open Molecules 2025 dataset
Level of theory: ωB97M-V/def2-TZVPD

XYZ file:
```
16
Properties=species:S:1:pos:R:3:forces:R:3:lowdin_charge:R:1
C 0.3866 2.5426 0.3406 0.8 0.0 -1.3 -0.48
S 0.7236 2.9755 2.0318 -0.2 0.1 0.4 0.73
C 0.0484 1.5091 2.8735 -0.2 0.4 -0.2 -0.42
H -0.6033 2.7417 -0.0429 -0.6 -0.1 0.4 0.03
H 0.6674 1.5124 0.1149 -0.1 -0.1 0.2 0.03
H 1.0388 3.1358 -0.3176 0.0 0.0 0.4 0.03
H -0.4940 1.8015 3.7755 0.3 0.0 -0.1 0.03
H -0.6757 1.0527 2.2015 0.1 -0.2 0.0 0.03
H 0.8642 0.8342 3.1014 -0.1 -0.3 0.1 0.02
C -1.2004 -2.8020 -2.1997 -0.7 1.4 0.0 -0.47
S -0.1164 -1.8750 -1.0953 -0.4 -0.3 0.9 0.31
S 1.7567 -1.7357 -1.8402 0.3 -0.1 -0.7 0.27
H -2.1713 -2.4263 -1.8553 -0.1 -0.3 0.1 0.02
H -1.2157 -3.8806 -2.1173 0.5 -0.1 -0.2 0.03
H -1.1415 -2.3615 -3.1879 0.3 -0.6 -0.4 0.03
H 2.1325 -3.0246 -1.7829 0.1 0.0 0.2 -0.20
```
Forces are in eV/Å.

Computed properties:
Calculated total energy (Eh): -1314.83107
Highest occupied orbital energy (Ha): -0.30707
Relative energy (zero: lowest compared OMol25 entry of this formula, charge and spin) (kJ/mol): 44.7
Max |F| (eV/Å): 1.536

***

Formula: C23H18N2OS
Source: the Open Molecules 2025 dataset
Level of theory: ωB97M-V/def2-TZVPD

XYZ file:
```
45
Properties=species:S:1:pos:R:3:forces:R:3:lowdin_charge:R:1
C -4.3778 -3.2427 0.0271 -1.4 0.3 -3.6 -0.04
C -3.1550 -2.2698 -0.1243 -3.6 0.8 0.8 -0.06
N -1.9534 -2.6538 -0.3506 -13.3 -10.8 1.8 0.10
C -1.0292 -1.9197 -0.4121 6.5 0.9 -0.9 -1.00
N -1.1265 -0.7576 -0.4587 -2.9 14.7 1.2 0.17
C -2.4204 -0.1209 -0.0216 5.8 4.0 -1.1 -0.13
C -2.5888 1.2332 0.2339 6.6 4.0 -3.8 -0.02
C -3.7525 1.9267 0.1849 -3.1 1.0 2.9 -0.06
C -4.9239 1.1215 0.3168 8.3 -3.5 -1.2 0.01
C -4.7298 -0.3086 0.2704 -11.9 6.7 1.3 -0.06
C -3.5782 -0.6592 0.0534 6.9 -14.1 -2.1 -0.21
H -5.7500 -0.7898 0.2626 1.9 -0.5 0.2 0.15
H -5.8089 1.3705 0.4879 -7.4 3.0 1.1 0.02
H -3.8099 3.0634 0.4575 0.3 -2.3 -1.1 0.15
H -1.6277 1.9585 -0.1332 -2.3 -2.0 1.8 0.17
S 0.4083 -2.6358 -0.4600 5.5 -3.2 -0.4 1.18
C 1.4540 -1.1941 -0.5428 -3.1 2.1 0.2 -0.41
C 2.8289 -1.2951 -0.1833 2.2 6.3 -9.4 -0.28
C 3.3401 -1.8886 0.7782 -3.9 -6.0 9.4 -0.19
C 4.5415 -2.0956 1.2855 6.1 -0.7 -2.5 -0.01
C 5.5008 -1.5392 0.3058 4.4 -3.9 8.5 -0.12
C 5.0647 -0.6792 -0.5459 5.0 4.7 -8.0 -0.20
C 3.8416 -0.5116 -0.9748 -4.6 -4.3 4.9 0.01
H 3.5024 0.0224 -1.7124 -1.3 3.1 -4.1 0.06
H 5.9377 -0.1244 -1.5466 -2.2 -1.6 3.6 0.21
H 6.6740 -1.6282 0.6413 -3.0 0.1 -1.4 0.15
H 4.8615 -2.9176 2.0260 -0.8 1.9 -1.0 0.14
H 2.5070 -2.2963 1.4138 0.7 -0.3 -0.2 0.14
H 1.2322 -0.6477 -1.4833 0.6 -0.7 0.2 0.12
C 0.8783 -0.1259 0.5453 2.9 4.0 -17.7 -0.50
O 0.6856 -0.3410 1.5675 -3.1 -3.9 17.0 0.21
C 0.8969 1.3307 -0.0228 3.4 -0.6 9.8 -0.19
C 0.6973 1.8919 -1.1502 -1.9 -6.4 -2.9 -0.20
C 0.7847 3.0747 -1.4555 3.2 8.0 7.0 -0.07
C 1.1821 4.0048 -0.4298 0.6 6.3 0.1 -0.08
C 1.5093 3.7896 0.8764 -3.0 -10.9 -7.2 -0.01
C 1.3479 2.2452 0.9347 1.0 1.6 7.0 0.05
H 1.5082 1.8635 2.3597 -0.4 0.6 -4.7 0.21
H 1.7595 4.3054 1.6402 1.6 3.7 4.8 0.02
H 1.2124 5.2522 -0.5512 -0.3 -3.3 -1.0 0.16
H 0.6742 3.5037 -2.2625 -1.7 3.6 -8.3 0.04
H 0.1701 1.2672 -1.7102 -1.7 -2.7 -3.9 0.10
H -4.1302 -4.2839 -0.1871 0.5 0.2 -0.3 0.05
H -4.9620 -3.3397 0.9434 0.4 1.0 0.2 0.06
H -5.2770 -2.9592 -0.8934 2.8 -0.6 2.8 0.16
```
Forces are in eV/Å.

Computed properties:
Calculated total energy (Eh): -1469.49186
Highest occupied orbital energy (Ha): -0.30340
Max |F| (eV/Å): 18.395

***

Formula: C47H48N7O7S3Sr
Source: the Open Molecules 2025 dataset
Level of theory: ωB97M-V/def2-TZVPD

XYZ file:
```
113
Properties=species:S:1:pos:R:3:forces:R:3:lowdin_charge:R:1
Sr -0.1775 2.0095 -0.6965 0.0 -0.1 0.8 1.45
C -4.2488 -3.5391 3.5154 -0.1 0.0 0.0 -0.06
O -2.9392 -3.0361 3.3233 0.1 0.0 0.0 -0.09
C -2.0064 -3.3347 4.2746 -0.1 0.0 0.1 -0.23
C -2.2645 -4.1064 5.3968 0.0 0.0 0.0 -0.01
C -1.2578 -4.3718 6.3185 0.1 0.1 0.0 -0.08
C 0.0111 -3.8573 6.1210 -0.1 0.0 0.0 -0.08
C 0.2573 -3.0673 5.0079 0.0 0.0 0.0 -0.02
C -0.7331 -2.7916 4.0775 0.0 0.1 -0.1 -0.19
N -0.3923 -2.0409 2.9286 -0.2 -0.2 0.2 0.11
C -1.0963 -0.9401 2.3456 0.0 0.0 0.1 -0.19
C -1.6990 0.1628 3.1836 0.2 -0.2 -0.1 -0.15
C -1.9121 0.1237 4.5585 0.0 0.0 0.0 -0.03
C -2.2025 1.2819 5.2601 0.0 0.0 0.0 -0.09
C -2.2343 2.5017 4.5858 0.1 0.0 -0.1 -0.08
C -2.0073 2.5632 3.2250 -0.2 0.0 -0.1 -0.02
C -1.7691 1.3912 2.4823 0.0 0.0 -0.1 -0.43
O -1.5848 1.3868 1.1906 0.3 0.4 -0.5 -0.29
H -4.6903 -3.1503 4.4365 0.0 0.0 0.0 0.10
H -4.2517 -4.6314 3.5371 0.0 0.0 0.0 0.10
H -4.8325 -3.1964 2.6632 0.0 0.0 0.0 0.09
H -3.2503 -4.5174 5.5603 0.0 0.0 0.0 0.11
H -1.4760 -4.9804 7.1840 0.0 0.0 0.0 0.11
H 0.8030 -4.0543 6.8292 0.0 0.0 0.0 0.11
H 1.2434 -2.6401 4.8569 0.0 0.0 0.0 0.10
H 0.6039 -1.8867 2.8833 -0.1 0.1 -0.1 0.08
H -0.3592 -0.4249 1.7212 -0.3 -0.1 0.1 0.12
H -1.8326 -0.8065 5.1017 0.0 -0.1 0.0 0.11
H -2.3763 1.2386 6.3256 0.0 0.0 0.0 0.10
H -2.4308 3.4136 5.1346 0.0 0.0 0.0 0.11
H -2.0256 3.5043 2.6869 0.0 0.0 0.1 0.11
O -0.1357 4.5296 -4.0956 -0.1 0.0 0.0 -0.26
S -1.0098 3.7177 -3.3099 -0.2 0.2 -0.3 0.63
O -1.2022 4.0904 -1.9117 0.0 0.2 0.0 -0.39
N -0.5497 2.1582 -3.2491 0.2 -0.1 0.1 -0.25
C -1.5888 1.3546 -3.4025 -0.2 -0.3 -0.1 -0.85
S -1.5858 -0.2113 -2.7858 0.1 0.1 0.0 0.69
C -2.7762 2.0290 -4.0160 0.2 0.3 0.1 -0.22
C -3.9466 1.4765 -4.4932 -0.1 0.0 0.0 -0.02
C -4.9083 2.3289 -5.0244 0.0 0.1 0.0 -0.05
C -4.7063 3.7051 -5.0588 0.0 0.0 0.0 -0.05
C -3.5352 4.2698 -4.5639 0.1 0.1 0.0 -0.02
C -2.5889 3.4108 -4.0544 0.1 -0.4 0.0 -0.21
H -4.0971 0.4063 -4.4618 0.0 0.0 0.0 0.11
H -5.8273 1.9188 -5.4197 0.0 0.0 0.0 0.11
H -5.4688 4.3481 -5.4759 0.0 0.0 0.0 0.11
H -3.3729 5.3387 -4.5821 0.0 0.0 0.0 0.13
O -0.1839 -4.1205 -4.3153 0.1 0.0 0.0 -0.02
C -1.4562 -4.5437 -3.8972 0.0 -0.1 -0.1 -0.24
N -2.0535 -3.6670 -2.9126 -0.1 0.0 0.1 0.09
C -1.6690 -3.7695 -1.6150 0.0 0.2 0.0 -0.45
O -0.8598 -4.5832 -1.2086 0.1 -0.1 0.0 0.08
C -2.3084 -2.7879 -0.6723 -0.2 -0.1 -0.1 -0.11
C -3.6075 -2.3133 -0.8231 0.1 0.1 0.0 0.01
C -4.1059 -1.4126 0.1019 0.0 0.0 0.0 0.01
C -3.2942 -0.9841 1.1316 -0.1 0.0 0.0 0.00
N -2.0565 -1.4638 1.2673 -0.1 0.0 -0.1 0.06
C -1.5677 -2.3533 0.4020 0.1 -0.2 0.1 0.05
H 0.4563 -4.3966 -3.6509 0.0 0.0 0.0 0.08
H -1.4181 -5.5412 -3.4583 0.0 0.0 -0.1 0.13
H -2.0956 -4.5514 -4.7779 0.0 0.0 0.0 0.13
H -2.4091 -2.7740 -3.2269 0.0 0.0 0.0 0.08
H -4.2161 -2.6457 -1.6529 0.0 0.0 0.0 0.13
H -5.1097 -1.0227 0.0233 0.0 0.0 0.0 0.13
H -3.6172 -0.2743 1.8766 0.1 0.1 0.1 0.15
H -0.5671 -2.7181 0.5845 -0.1 0.1 0.0 0.12
C 2.2040 -3.4080 1.0859 -0.1 -0.1 0.0 -0.15
C 2.0906 -2.7271 -0.2607 0.1 -0.1 -0.1 -0.17
N 1.4712 -1.4241 -0.0705 0.2 0.2 0.2 0.08
C 1.8260 -0.5821 0.9692 0.0 0.0 -0.2 -0.40
N 1.4893 0.6631 0.8696 0.2 0.0 -0.2 -0.03
C 1.7668 1.5586 1.9935 0.0 0.0 0.0 -0.21
C 1.7552 0.8271 3.3237 0.0 0.0 0.0 -0.13
C 2.7040 -0.3524 3.2379 0.1 0.2 0.0 -0.14
N 2.3809 -1.1699 2.0740 0.0 0.0 0.0 -0.06
C 2.9713 -2.5035 2.0294 0.1 -0.1 -0.1 -0.14
H 2.7196 -4.3629 0.9887 0.0 0.0 0.0 0.13
H 1.2032 -3.6026 1.4822 0.1 -0.1 0.0 0.10
H 1.4630 -3.3038 -0.9407 0.0 0.0 0.0 0.11
H 3.0862 -2.6362 -0.7153 0.0 0.0 0.0 0.12
H 1.2573 -0.9167 -0.9159 0.0 0.0 -0.1 0.11
H 1.0041 2.3435 2.0048 0.0 0.0 0.0 0.10
H 2.7328 2.0523 1.8377 0.0 0.0 0.0 0.11
H 0.7396 0.4799 3.5383 0.1 0.1 0.1 0.10
H 2.0546 1.4897 4.1348 0.0 0.0 0.0 0.13
H 2.6147 -0.9874 4.1227 0.0 0.0 0.0 0.11
H 3.7438 -0.0070 3.1860 0.0 0.0 0.0 0.14
H 2.9507 -2.9066 3.0437 0.0 0.0 0.0 0.12
H 4.0237 -2.4428 1.7236 0.0 0.0 0.0 0.13
O 1.9499 3.4367 -0.8906 -0.1 -0.2 0.0 -0.64
S 3.4040 3.0864 -1.1347 -0.2 0.0 -0.1 1.04
C 4.0783 4.4695 -2.0380 -0.2 0.0 0.0 -0.39
C 5.4477 4.5194 -2.2480 0.0 -0.1 0.0 -0.08
C 5.9764 5.5808 -2.9626 0.0 0.0 0.0 -0.07
C 5.1369 6.5771 -3.4462 0.0 0.0 0.0 -0.06
C 3.7702 6.5185 -3.2162 0.0 0.0 0.0 -0.05
C 3.2278 5.4584 -2.5034 0.0 0.0 0.0 -0.07
C 3.3732 1.8648 -2.4436 -0.1 0.0 0.2 -0.37
C 2.7425 2.1344 -3.6507 0.0 -0.1 0.0 -0.06
C 2.6069 1.1139 -4.5765 0.0 0.0 0.0 -0.05
C 3.1034 -0.1539 -4.2991 0.0 0.0 0.0 -0.06
C 3.7363 -0.4115 -3.0911 0.0 0.0 0.0 -0.08
C 3.8638 0.5997 -2.1488 0.0 0.1 0.0 -0.09
H 6.0905 3.7379 -1.8603 0.0 0.0 0.0 0.11
H 7.0422 5.6348 -3.1371 0.0 0.0 0.0 0.11
H 5.5546 7.4067 -4.0001 0.0 0.0 0.0 0.11
H 3.1200 7.2967 -3.5907 0.0 0.0 0.0 0.11
H 2.1653 5.3910 -2.3104 0.0 0.0 0.0 0.11
H 2.3462 3.1189 -3.8600 0.0 0.1 0.0 0.11
H 2.1087 1.3115 -5.5155 0.0 0.0 0.0 0.12
H 2.9974 -0.9454 -5.0286 0.0 0.0 0.0 0.11
H 4.1317 -1.3980 -2.8872 0.0 0.0 0.0 0.10
H 4.3434 0.4188 -1.1938 0.0 0.0 0.0 0.11
```
Forces are in eV/Å.

Computed properties:
Net charge: +1
Calculated total energy (Eh): -3955.03148
Highest occupied orbital energy (Ha): -0.35375
Relative energy (zero: lowest compared OMol25 entry of this formula, charge and spin) (kJ/mol): 43.8
Max |F| (eV/Å): 0.802

***

Among the records above, which one has the highest highest occupied orbital energy? C23H18N2OS